(1)
{"formula": "C7H13NO", "method": "the ωB97M-V functional and the def2-TZVPD basis", "smiles": "C[C@H]1C(C)(C)[C@]1(N)C=O", "lumo_energy_ev": 0.79, "e_tot_ha": -404.42026, "homo_ha": -0.2935, "fmax_ev_per_a": 4.0, "elements": ["C", "C", "C", "C", "C", "C", "N", "C", "O", "H", "H", "H", "H", "H", "H", "H", "H", "H", "H", "H", "H", "H"], "xyz": [[1.19828, -0.27981, 1.79760], [0.72769, -0.66541, 0.43728], [-0.80061, -0.18120, -0.17949], [-1.81142, 0.66003, 0.56437], [-1.41832, -1.31155, -0.96711], [0.42487, 0.50895, -0.63569], [0.71962, 1.87306, -0.30881], [1.55182, -0.18783, -1.42501], [2.65416, 0.38403, -1.54690], [0.39852, -0.33055, 2.54019], [1.98054, -0.98208, 2.10904], [1.64631, 0.71587, 1.81228], [0.77850, -1.73955, 0.29332], [-2.66913, 0.05937, 0.87959], [-1.37858, 1.15092, 1.44078], [-2.19884, 1.44447, -0.09733], [-2.23412, -0.93482, -1.59278], [-1.83871, -2.05793, -0.28361], [-0.70378, -1.83603, -1.60382], [1.71544, 2.06691, -0.45176], [0.06043, 2.57465, -0.62684], [1.19733, -0.93149, -2.15528]], "nbo_charge": [-0.6395, -0.2399, -0.0035, -0.6203, -0.6094, 0.0655, -0.8613, 0.3691, -0.6369, 0.2123, 0.2227, 0.2279, 0.2501, 0.2180, 0.2336, 0.2133, 0.2156, 0.2157, 0.2138, 0.4135, 0.3922, 0.1475]}

(2)
{"formula": "C41H96ClN9O8P", "method": "the ωB97M-V functional and the def2-TZVPD basis", "lumo_energy_ev": -2.41, "e_tot_ha": -3515.66661, "homo_ha": -0.3699, "fmax_ev_per_a": 1.0, "total_charge": 1, "elements": ["C", "C", "N", "C", "C", "C", "C", "C", "C", "N", "C", "C", "O", "N", "O", "C", "C", "C", "O", "C", "P", "C", "C", "C", "C", "N", "C", "Cl", "C", "C", "H", "H", "H", "H", "H", "H", "H", "H", "H", "H", "H", "H", "H", "H", "H", "H", "H", "H", "H", "H", "H", "H", "H", "H", "H", "H", "H", "H", "H", "H", "H", "H", "H", "H", "H", "H", "H", "H", "H", "H", "H", "C", "C", "C", "O", "C", "N", "H", "H", "H", "H", "H", "H", "H", "H", "H", "H", "H", "C", "C", "C", "O", "C", "N", "H", "H", "H", "H", "H", "H", "H", "H", "H", "H", "H", "C", "C", "C", "O", "C", "N", "H", "H", "H", "H", "H", "H", "H", "H", "H", "H", "H", "C", "C", "C", "O", "C", "N", "H", "H", "H", "H", "H", "H", "H", "H", "H", "H", "H", "C", "C", "C", "O", "C", "N", "H", "H", "H", "H", "H", "H", "H", "H", "H", "H", "H"], "xyz": [[-5.46927, 2.78086, 0.27558], [-4.21930, 1.88552, 0.26823], [-4.21753, 0.96510, -0.88109], [-3.03890, 0.23826, -1.03960], [-2.67536, -1.00557, -0.58546], [-3.35865, -2.08600, 0.19095], [-4.75450, -1.74488, 0.75065], [-5.88017, -2.46715, -0.00530], [-6.16777, -1.90053, -1.40384], [-7.27298, -0.91474, -1.35607], [-8.55204, -1.56862, -1.38096], [-9.13968, -1.95417, -2.72063], [-9.13698, -1.80092, -0.36188], [-1.37284, -1.13249, -1.02814], [-0.56085, -2.19504, -0.76828], [-0.95829, -3.40058, -1.46302], [0.29252, -4.14182, -1.94982], [0.52056, -5.48343, -1.24645], [0.17967, -4.32741, -3.36055], [-0.92380, -0.07203, -1.69932], [0.71878, 0.23906, -2.47414], [1.95076, -0.16707, -1.14116], [2.91204, 1.04080, -0.95146], [0.86209, -1.06110, -3.78103], [-0.45879, -1.36279, -4.50269], [-1.95740, 0.79944, -1.70813], [-2.03154, 2.15503, -2.25394], [-0.75788, 3.21045, -1.59294], [-2.05926, 2.13884, -3.79102], [-3.49718, 1.84011, -4.26961], [-6.25272, 2.31867, -0.32074], [-5.22649, 3.77466, -0.09372], [-5.80186, 2.90309, 1.30417], [-4.13670, 1.33524, 1.21348], [-3.31619, 2.49603, 0.20574], [-5.03881, 0.37980, -0.89943], [-2.69542, -2.33450, 1.02523], [-3.42409, -3.00154, -0.39954], [-4.79325, -2.10839, 1.77836], [-4.93870, -0.67761, 0.80980], [-5.67490, -3.53529, -0.07209], [-6.78344, -2.34290, 0.59357], [-6.45729, -2.74280, -2.04859], [-5.29598, -1.45509, -1.88680], [-7.22246, -0.32947, -2.18607], [-8.40956, -2.44344, -3.37002], [-9.51031, -1.07619, -3.25372], [-9.97347, -2.63392, -2.57374], [-1.62741, -3.16443, -2.29065], [-1.50341, -4.05391, -0.77991], [1.15210, -3.49517, -1.74768], [1.58888, -5.64092, -1.09231], [0.16805, -6.31353, -1.85673], [0.04648, -5.54556, -0.26683], [1.05757, -4.27049, -3.74508], [1.39051, -0.31065, -0.21771], [2.48487, -1.07775, -1.40518], [2.91229, 1.40512, 0.07201], [3.93318, 0.79237, -1.23149], [2.58020, 1.87385, -1.57019], [1.56879, -0.65685, -4.50684], [1.32742, -1.95528, -3.36080], [-1.28969, -1.47408, -3.80552], [-0.37416, -2.30883, -5.03393], [-0.68224, -0.59859, -5.24177], [-2.96289, 2.58575, -1.91077], [-1.40887, 1.35094, -4.16333], [-1.76775, 3.11085, -4.17792], [-3.89716, 0.94280, -3.79888], [-3.49136, 1.70608, -5.34906], [-4.14562, 2.67880, -4.01549], [2.79523, 3.77709, 2.74022], [4.02037, 2.87525, 2.62614], [5.06442, 3.10066, 3.72897], [5.85594, 4.25866, 3.55421], [5.27623, 5.46682, 4.01831], [4.59380, 3.01795, 1.28339], [3.00916, 4.79671, 2.42151], [1.99254, 3.40352, 2.10240], [2.42260, 3.80990, 3.76573], [3.67513, 1.84106, 2.73141], [5.76727, 2.26335, 3.70347], [4.60137, 3.09964, 4.72398], [4.66742, 5.30209, 4.91131], [4.67334, 5.94371, 3.24246], [6.09117, 6.14460, 4.27090], [5.34558, 2.34282, 1.17091], [5.06443, 3.91862, 1.24462], [11.07446, 5.76941, 4.43240], [9.64652, 5.29150, 4.67459], [9.43084, 4.65979, 6.05697], [9.92877, 3.34106, 6.19739], [11.30958, 3.24461, 6.51074], [9.24777, 4.39437, 3.58724], [11.75228, 4.93975, 4.23241], [11.10661, 6.42704, 3.56407], [11.45742, 6.32534, 5.29073], [8.99664, 6.17135, 4.63137], [8.35234, 4.57911, 6.22408], [9.82974, 5.30133, 6.85401], [11.62931, 4.06184, 7.16271], [11.92250, 3.23264, 5.60670], [11.46255, 2.30389, 7.03852], [8.26342, 4.16263, 3.70038], [9.73301, 3.51184, 3.72696], [8.24040, 3.19729, 11.55658], [8.59342, 2.87203, 10.10889], [9.80072, 1.93516, 9.95537], [11.05779, 2.55391, 10.15388], [11.47441, 2.66358, 11.50282], [8.77271, 4.12034, 9.36423], [8.93598, 3.91322, 11.99411], [7.24683, 3.64217, 11.60896], [8.24020, 2.29785, 12.17589], [7.73711, 2.34740, 9.67391], [9.81637, 1.57581, 8.92260], [9.70339, 1.05392, 10.60319], [11.14800, 1.80321, 12.09376], [11.10581, 3.58372, 11.96225], [12.56356, 2.69658, 11.50812], [8.91494, 3.89258, 8.38472], [9.66057, 4.52161, 9.65585], [-5.91344, -1.86555, -7.39100], [-5.11990, -2.59682, -6.31308], [-4.00547, -1.74992, -5.68363], [-2.84593, -1.59244, -6.47782], [-2.91455, -0.56438, -7.45195], [-4.62392, -3.86191, -6.85896], [-5.35736, -1.78951, -8.32486], [-6.83367, -2.40652, -7.61033], [-6.18381, -0.85703, -7.06968], [-5.81727, -2.84100, -5.50312], [-3.66585, -2.26375, -4.77727], [-4.38659, -0.76622, -5.37391], [-3.50853, 0.28380, -7.10040], [-3.32669, -0.93217, -8.39296], [-1.89610, -0.22421, -7.64370], [-4.18834, -4.40156, -6.11457], [-3.85853, -3.65335, -7.49466], [-8.38882, -6.86499, -3.91215], [-7.86916, -5.67780, -4.71634], [-8.97786, -4.85145, -5.38702], [-9.53058, -5.43405, -6.54662], [-10.55420, -6.38776, -6.32097], [-6.86634, -6.14738, -5.67569], [-8.70116, -7.68564, -4.55681], [-7.60359, -7.24963, -3.26146], [-9.23692, -6.58012, -3.28560], [-7.36337, -5.00468, -4.01358], [-8.53764, -3.90614, -5.72181], [-9.77255, -4.60132, -4.67014], [-11.16656, -6.12065, -5.45501], [-10.14334, -7.39038, -6.18396], [-11.18911, -6.40135, -7.20585], [-6.44928, -5.34396, -6.14051], [-7.35923, -6.63441, -6.41956]], "mulliken_charge": [-1.3017, -0.4073, 0.3006, -1.0269, 1.0921, -0.4599, -0.8861, -1.1967, 0.2475, -0.1863, 0.4365, -0.8011, -0.5319, 0.5560, -0.4388, -0.0205, 0.5850, -1.5140, -0.5581, -0.9452, -0.1282, -0.3392, -0.9899, -0.7822, -0.6629, 0.8927, -0.1930, -0.1253, -0.4100, -0.6720, 0.2501, 0.3479, 0.3790, 0.4813, 0.4532, 0.0124, 0.6441, 0.1840, 0.4400, 0.1804, 0.4601, 0.5195, -0.3582, 0.2917, 0.3275, -0.0007, 0.4008, 0.3523, 0.0208, 0.4434, -0.1322, 0.3853, 0.3517, 0.3769, 0.3677, 0.4075, 0.4361, 0.0609, 0.3687, 0.3360, 0.5788, 0.1778, -0.4202, 0.6849, 0.3765, 0.1322, 0.0081, 0.5675, -0.1513, 0.3438, 0.3553, -1.3677, 0.4552, -0.9597, -0.1759, -0.7868, -0.5800, 0.3128, 0.2369, 0.3548, 0.3756, 0.3451, 0.4536, 0.3776, 0.2335, 0.2265, 0.2675, 0.2678, -1.5630, 0.3616, -0.6236, -0.3629, -0.7111, -0.6548, 0.3053, 0.3828, 0.3488, 0.3198, 0.3470, 0.4748, 0.3275, 0.2704, 0.2765, 0.1500, 0.3734, -1.5702, 0.4279, -0.7302, -0.3160, -0.7229, -0.6916, 0.2938, 0.3883, 0.3612, 0.4156, 0.2825, 0.4889, 0.3265, 0.2451, 0.2439, 0.1740, 0.3553, -1.7250, 1.1717, -0.1396, -0.2803, -0.8975, -0.6722, 0.3720, 0.3906, 0.3664, -0.2092, 0.0647, -0.0069, 0.3431, 0.3212, 0.2946, 0.2855, 0.3111, -1.6285, 0.9281, -0.2788, -0.4456, -0.6676, -0.6597, 0.3176, 0.3881, 0.3627, -0.1321, 0.0317, 0.4263, 0.3020, 0.2482, 0.2704, 0.2037, 0.3369]}

(3)
{"formula": "CCl2O2S", "method": "the ωB97M-V functional and the def2-TZVPD basis", "smiles": "O=S(=O)=C(Cl)Cl", "lumo_energy_ev": [-2.87, -2.92], "e_tot_ha": -1506.99905, "homo_ha": [-0.3864, -0.3832], "fmax_ev_per_a": 3.9, "elements": ["O", "S", "O", "C", "Cl", "Cl"], "xyz": [[1.99449, 0.13745, 0.33083], [0.82784, -0.16134, -0.45257], [0.80640, 0.26580, -1.81507], [-0.61543, 0.38028, 0.50967], [-2.30946, -0.47080, -0.61258], [-0.70384, -0.15140, 2.03971]], "nbo_charge": [-0.8338, 1.8847, -0.8109, -0.2628, -0.1960, 0.2188]}